Entry 1:
ORCA calculation (the ωB97M-V functional and the def2-TZVPD basis) on a cluster of 10 separate species, C4H26NO12 in total in a non-equilibrium geometry.

Positions of all 43 atoms, in Å:
O -0.64005 0.63013 1.71268
C -1.34963 -0.33623 1.36641
O -0.95492 -1.53719 1.08958
C -2.75676 -0.03033 1.08944
C -2.75184 0.69259 -0.35980
C -1.93324 1.97639 -0.45809
O -0.66240 1.90281 -1.30620
N -3.62133 -1.19772 0.92350
H -3.16922 0.72353 1.78500
H -3.78426 0.73745 -0.50799
H -2.23315 -0.05116 -1.06039
H -1.64728 2.53053 0.42598
H -2.34356 2.80804 -1.02892
H 0.02465 1.45309 -0.69769
H -3.72023 -1.68567 0.08852
H -3.08916 -2.04054 1.45151
H -0.78741 -2.58415 -1.62135
H -1.69079 -1.63421 -0.66315
O -1.61793 -2.11318 -1.56848
H 0.62300 0.67285 2.88637
H 1.99017 1.32205 2.53371
O 1.59133 0.79791 3.24798
H 3.10979 0.68022 1.14278
H 2.99084 0.36738 2.57192
O 3.58657 0.27901 1.74907
H 0.84933 -1.00831 0.20475
H 2.45243 -0.70272 0.10539
O 1.58540 -0.64937 -0.30719
H 1.26918 -1.56980 2.27187
H 0.39559 -2.85616 2.19240
O 1.26311 -2.51873 2.10662
H 1.44869 2.02673 0.20684
H 2.86212 2.38488 0.06101
O 2.18430 2.32600 0.73620
H 1.79133 -1.92254 -1.93243
H 1.97464 -1.20606 -3.21915
O 2.10520 -1.97331 -2.74712
H -0.72837 0.48584 -2.43981
H -0.15799 -0.89253 -2.29732
O -0.15650 -0.16339 -3.01272
H 2.65969 1.22025 -2.37856
H 1.11395 1.08913 -2.41137
O 1.92473 1.56649 -1.93179

2S+1   1
LUMO energy   3.00 eV
Total charge   -1
Energy above the lowest of the compared OMol25 structures with the same formula, charge and spin   3.391 eV
E   -30630.720 eV
HOMO-LUMO gap   0.351 Ha
Maximum force   0.14559 Eh/bohr

---

Entry 2:
ORCA calculation (the ωB97M-V functional and the def2-TZVPD basis) on a cluster of 10 separate species, C4H27N2O10S in total in a non-equilibrium geometry.

Positions of all 44 atoms, in Å:
C -0.41094 -1.52939 -0.75792
N -1.31617 -0.40332 -0.85273
C -2.56447 -0.40456 -1.53752
O -2.83028 -1.14846 -2.35442
C 0.92368 -1.35906 0.21084
C 0.57779 -1.47330 1.68145
S 2.03113 -0.96817 2.69418
N 1.94555 -2.32797 -0.13281
H -0.78140 -2.47043 -0.47177
H -0.01353 -1.60059 -1.77012
H -1.01223 0.46224 -0.71240
H -3.07586 0.67856 -1.44977
H 1.38874 -0.32704 0.11690
H 0.29175 -2.37523 2.09718
H -0.15865 -0.74390 1.80266
H 2.73858 -2.11866 0.47578
H 1.65002 -3.30746 0.25031
H 1.34615 1.01343 -3.86527
H 2.04419 0.38966 -2.60507
O 1.89218 1.17690 -3.08182
H 2.14068 0.83643 -0.74142
H 3.11371 1.94313 -1.47081
O 2.79851 1.51935 -0.51842
H 2.64989 -1.58203 -1.69456
H 4.08385 -0.96864 -1.36573
O 3.32213 -0.99044 -1.93198
H -2.04979 -2.62617 2.32655
H -1.74127 -3.46931 1.07318
O -2.39088 -3.09909 1.70409
H -1.43162 2.31515 1.24345
H -1.24764 1.75459 2.55690
O -1.90198 1.79583 1.84381
H -3.33314 -1.27965 1.24527
H -2.84415 0.12474 1.07320
O -3.74681 -0.38352 0.91284
H 0.54292 2.46009 -2.68978
H 0.29446 3.86266 -2.18785
O -0.18176 3.11362 -2.49511
H -1.56350 3.65460 -0.28276
H -2.70639 3.39494 0.58996
O -2.43204 3.14003 -0.34907
H 1.41739 1.99621 3.12126
H 2.00743 1.57531 1.81465
O 1.49460 2.32767 2.23642

2S+1   1
LUMO energy   2.56 eV
Total charge   -1
Energy above the lowest of the compared OMol25 structures with the same formula, charge and spin   6.164 eV
E   -38875.676 eV
HOMO-LUMO gap   0.234 Ha
Maximum force   0.17775 Eh/bohr

---

Entry 3:
ORCA calculation (the ωB97M-V functional and the def2-TZVPD basis) on a cluster of 8 separate species, C4H27N2O7 in total in a non-equilibrium geometry.

Positions of all 40 atoms, in Å:
C 1.78291 -0.75862 2.35026
N 0.58056 -1.36963 2.90142
C 1.42989 -0.22417 0.84290
N 0.41530 -1.18249 0.29996
C 2.62544 0.54539 -1.29803
C 2.66788 -0.28072 -0.03222
H 2.61710 -1.47079 2.25168
H 2.15749 0.10818 2.90702
H 0.80080 -2.07360 3.59083
H -0.07667 -0.65071 3.17171
H 1.11067 0.76450 1.12963
H -0.56099 -0.83103 0.29085
H 0.48856 -1.37846 -0.72670
H 0.52219 -2.09157 0.74415
H 3.20282 0.14385 -2.15315
H 2.87843 1.60783 -1.13900
H 1.60825 0.55862 -1.67295
H 2.93547 -1.35742 -0.11964
H 3.51401 0.01525 0.59303
H 0.68008 3.23599 -0.47440
H -0.84263 3.68868 -0.54938
O -0.19116 3.00871 -0.78062
H -2.15367 -1.33776 2.89865
H -3.36146 -0.49126 2.82031
O -2.46268 -0.45922 3.16303
H -1.08320 -1.68494 -1.97412
H -0.46984 -3.11453 -2.14829
O -0.27171 -2.17655 -2.19386
H -2.00571 0.06214 -1.19646
H -1.63951 1.44436 -0.47077
O -1.51035 0.49198 -0.46075
H -1.99131 2.35542 2.04278
H -1.02188 2.19752 0.93440
O -1.38568 2.89318 1.51316
H -3.39461 -1.75748 -2.14345
H -2.77351 -0.67315 -3.16041
O -2.78421 -1.01103 -2.25480
H -1.07830 1.32813 -3.77719
H -0.41076 1.21988 -2.45165
O -0.54803 0.70551 -3.26792

2S+1   1
LUMO energy   -2.81 eV
Total charge   +1
Energy above the lowest of the compared OMol25 structures with the same formula, charge and spin   1.795 eV
E   -21893.153 eV
HOMO-LUMO gap   0.376 Ha
Maximum force   0.06055 Eh/bohr

---

Entry 4:
ORCA calculation (the ωB97M-V functional and the def2-TZVPD basis) on a cluster of 9 separate species, C4H27N2O9S in total in a non-equilibrium geometry.

Positions of all 43 atoms, in Å:
N 0.84596 0.02027 -0.96390
C 0.17049 -1.38450 -0.89989
C -0.07631 -1.73697 0.59130
C 0.57193 -3.16255 0.77966
S 2.33044 -2.92207 1.49936
C -1.18524 -1.34558 -1.67422
N -1.35810 -2.36844 -2.61269
O -2.18678 -0.76205 -1.34033
H 1.71549 -0.18122 -0.47641
H 0.36077 0.77148 -0.44393
H 0.81279 0.23608 -1.97080
H 0.87097 -1.90512 -1.48771
H -1.09754 -1.81345 0.84556
H 0.52226 -1.00721 1.20299
H 0.00289 -3.78040 1.45524
H 0.53495 -3.64703 -0.18259
H 2.47667 -1.60894 1.35817
H -2.20657 -2.19238 -3.21862
H -0.60232 -3.04670 -2.95159
H 3.94037 0.00791 -0.15967
H 3.40780 0.37900 -1.60083
O 3.26222 0.26753 -0.68570
H 0.66059 0.23494 3.04853
H 1.50502 -0.52956 4.19337
O 1.61719 0.11316 3.35203
H -3.82874 0.73887 2.72574
H -4.04292 1.11940 1.17160
O -3.42290 0.63528 1.79502
H 0.35508 1.02372 -4.30963
H -0.79607 1.14116 -3.12883
O 0.21373 0.96744 -3.34662
H -0.72593 1.99158 2.09774
H -1.66077 0.80301 1.94543
O -0.73058 0.97985 2.00233
H 1.17819 1.65657 1.98895
H 2.23706 0.92645 1.49072
O 1.38089 1.24829 1.06074
H -1.60291 2.62668 -1.38098
H -2.42142 1.50082 -1.50947
O -1.89511 2.06197 -2.09657
H -0.92992 4.53516 0.86021
H 0.33112 3.71517 0.44712
O -0.53474 3.69239 0.52921

2S+1   1
LUMO energy   -2.47 eV
Total charge   +1
Energy above the lowest of the compared OMol25 structures with the same formula, charge and spin   2.892 eV
E   -36821.623 eV
HOMO-LUMO gap   0.346 Ha
Maximum force   0.14972 Eh/bohr

---

Entry 5:
ORCA calculation (the ωB97M-V functional and the def2-TZVPD basis) on a cluster of 9 separate species, C4H27N3O8 in total in a non-equilibrium geometry.

Positions of all 42 atoms, in Å:
C 0.37367 -3.52294 -0.24099
C 1.37354 -2.61584 0.56248
C 0.56678 -1.50031 1.12858
C -0.10978 -1.49109 2.35399
N -0.85001 -0.50214 2.86041
N 0.28385 -0.50942 0.26671
N 0.29821 -3.36163 -1.68422
H -0.60300 -3.27952 0.15462
H 0.47802 -4.55748 0.10285
H 1.94397 -3.19700 1.28644
H 2.13792 -2.19369 -0.08136
H 0.11742 -2.35279 2.97385
H -1.68784 -0.83105 3.32745
H -0.91526 0.34136 2.31493
H 0.73381 -0.56659 -0.64177
H 0.28474 0.44674 0.61909
H -0.68587 -3.35322 -1.90459
H 0.75167 -4.11721 -2.18995
H 4.18450 2.36426 -0.05028
H 2.85104 3.11355 -0.16343
O 3.40734 2.62406 0.45680
H 1.71037 2.09135 1.09451
H 1.13728 2.13810 2.60377
O 0.96421 1.88147 1.67711
H -3.39428 -2.28761 -2.17140
H -3.85016 -1.15928 -1.29216
O -4.16096 -1.98870 -1.67239
H -1.02945 1.83593 -0.53200
H -2.36185 1.96312 -1.28931
O -1.44986 1.66547 -1.37979
H 0.64159 -1.44860 -2.46151
H 0.97092 -1.44232 -3.90341
O 0.73757 -0.82639 -3.19924
H 2.25280 1.08906 4.44612
H 0.74007 1.35815 4.54120
O 1.59645 1.80334 4.44494
H -1.01317 4.63331 -0.71827
H -2.16044 4.58533 0.14458
O -1.30101 4.14467 0.06711
H -1.31568 0.99895 -3.60036
H -0.49429 1.92736 -4.51507
O -1.38529 1.61992 -4.33167

2S+1   2
LUMO energy (spin up / spin down)   -2.70 / -5.69 eV
Total charge   +1
E   -25429.418 eV
⟨S²⟩   0.756
HOMO-LUMO gap (spin up / spin down)   0.368 / 0.260 Ha
Maximum force   0.03806 Eh/bohr

---

Look up the E of the fourth one.
-36821.623 eV

---

The lowest E belongs to which entry?
C4H27N2O10S